# C6H18N3

A molecular structure, C6H18N3 (ωB97M-V/def2-TZVPD, OMol25).

Positions of all 27 atoms, in Å:
C: 1.28344 -1.89974 0.02643
C: -1.70052 -1.50946 0.46066
C: -1.45813 -0.76898 -1.90034
C: -0.07970 2.71913 -0.33195
C: 0.51523 -0.72585 -0.53179
C: 1.08557 0.87811 0.55566
N: 1.60630 0.56030 1.78439
N: -0.93341 -0.66967 -0.53486
N: -0.22247 1.65683 0.61827
H: 0.95004 -2.06937 1.00892
H: 0.95395 -2.80344 -0.45680
H: 2.28756 -1.77279 -0.31030
H: -1.41938 -1.31237 1.42602
H: -2.79318 -1.18674 0.24025
H: -1.69945 -2.49201 0.24649
H: -0.94596 -0.06750 -2.55994
H: -1.55919 -1.84811 -2.17430
H: -2.59718 -0.64568 -1.82801
H: 0.49286 2.36375 -1.13360
H: -1.03626 2.98138 -0.71922
H: 0.46353 3.50759 0.17618
H: 0.83378 -0.54642 -1.55851
H: 1.76885 1.36437 -0.17030
H: 1.02191 0.07961 2.39298
H: 2.53299 0.15481 1.91714
H: -0.46597 1.89314 1.52693
H: -1.02344 0.93838 0.19565

charge: +1
energy above the lowest of the compared OMol25 structures with the same formula, charge and spin: 4.090 eV
Kohn-Sham gap: 9.44 eV
E_HOMO: -12.043 eV
E_tot: -10975.1760 eV